1.
The following is a quantum chemistry calculation of C46H55BiN6OP2S2 as an isolated structure, from OMol25.

Computed properties:
**Frontier orbital gap**: 0.2800 Ha
**Energy above the lowest of the compared OMol25 structures with the same formula, charge and spin**: 9.5 kcal per mole
**Electronic energy**: -3882.82588 a.u.
**LUMO level**: -4.797 eV
**E_HOMO**: -12.4 eV

```
! wB97M-V def2-TZVPD RIJCOSX def2/J DEFGRID3
* xyz 2 1
Bi -1.5094 0.5941 -0.3135
C -3.8002 0.4762 -2.8813
C -2.6314 1.2355 -3.4251
N -1.3114 0.6532 -3.0430
C -0.7903 -0.4593 -3.7913
C -1.3891 -1.8194 -3.3253
S -1.6106 -2.0489 -1.5681
C -3.4315 -2.2092 -1.4565
C -4.2127 -1.0318 -0.9991
N -3.7436 0.2931 -1.4606
H -3.8638 -0.4544 -3.4056
H -4.6832 1.0381 -3.1937
H -2.6582 2.2726 -3.0869
H -2.6914 1.1927 -4.5444
H -0.6203 1.3872 -3.1166
H 0.2668 -0.4190 -3.5881
H -0.9196 -0.4053 -4.8584
H -0.7320 -2.5975 -3.7133
H -2.3577 -2.0863 -3.7683
H -3.6714 -3.0264 -0.8095
H -3.6736 -2.5699 -2.4491
H -4.2324 -1.0363 0.0820
H -5.2138 -1.2680 -1.3864
H -4.3068 0.9289 -0.9182
C 4.0180 -0.6589 -0.9316
N 2.5493 -0.8709 -0.9099
P 1.4698 0.3984 -0.6626
C 2.2555 1.2800 0.7213
C 2.3318 0.5788 1.9599
C 3.1259 1.0580 2.9886
C 3.7861 2.2771 2.8676
C 3.6531 2.9865 1.6733
C 2.9441 2.4997 0.5942
C 1.6593 1.5348 -2.1111
C 2.3259 1.1477 -3.2659
C 2.3953 2.0175 -4.3644
C 1.7849 3.2412 -4.3111
C 1.0896 3.6115 -3.1658
C 1.0530 2.7970 -2.0523
P 1.8891 -2.4889 -1.0034
C 3.0224 -3.2989 -2.2211
C 2.7614 -3.1121 -3.5829
C 3.6859 -3.5853 -4.5298
C 4.7669 -4.3675 -4.0733
C 4.9534 -4.6290 -2.7153
C 4.0370 -4.1661 -1.7940
C 2.3483 -3.2873 0.5687
C 3.0320 -2.6635 1.6242
C 3.2144 -3.2855 2.8640
C 2.7225 -4.5703 3.0832
C 2.0514 -5.1800 2.0429
C 1.8317 -4.5376 0.8281
H 4.4579 -1.2932 -0.1435
H 4.3097 0.3804 -0.8862
H 4.3819 -1.1629 -1.8591
H 1.8272 -0.3863 2.0596
H 3.1777 0.4094 3.8972
H 4.4135 2.6282 3.6535
H 4.1651 3.9405 1.5907
H 2.9392 3.0074 -0.3202
H 2.7332 0.1528 -3.3564
H 2.9561 1.6693 -5.2171
H 1.7445 3.8680 -5.1574
H 0.6388 4.5937 -3.1710
H 0.5399 3.1794 -1.1733
H 1.8984 -2.5987 -3.9872
H 3.4832 -3.4590 -5.5954
H 5.5194 -4.6636 -4.7473
H 5.7951 -5.2336 -2.4148
H 4.1557 -4.3638 -0.7557
H 3.4216 -1.6928 1.4419
H 3.7526 -2.7166 3.5829
H 2.8398 -5.0975 4.0184
H 1.6603 -6.1793 2.1243
H 1.2603 -5.0546 0.0530
O -3.6060 1.0895 1.2895
S -3.8281 1.3803 2.7772
C -4.7749 2.9160 2.7853
C -6.2889 2.5435 2.5032
C -6.3800 0.9932 2.4414
C -5.2492 0.4477 3.3011
H -4.2991 3.6444 2.1256
H -4.6921 3.3636 3.7792
H -6.6035 2.9784 1.5729
H -6.9444 3.0165 3.2616
H -6.2429 0.6790 1.4108
H -7.3623 0.6656 2.7830
H -5.0712 -0.6257 3.1320
H -5.3056 0.6173 4.3502
C 0.7446 5.2809 2.9715
N -0.0378 4.4632 2.0409
C -0.7847 4.9534 0.9552
C -1.3829 3.8340 0.3830
N -0.9489 2.7219 1.0350
C -0.1415 3.1375 2.0071
H 1.4556 5.8643 2.4256
H 1.2452 4.6216 3.6663
H 0.0578 5.9288 3.5228
H -0.7874 5.9555 0.7375
H -2.0032 3.8729 -0.5246
H 0.2947 2.4786 2.7325
N 0.6416 -3.3978 5.8506
C 0.2178 -2.7554 4.9857
C -0.2661 -2.0483 3.8517
C -0.2943 -2.7287 2.6280
C -0.6775 -2.0483 1.4682
C -1.0462 -0.6728 1.5414
C -1.0535 -0.0454 2.7973
C -0.7040 -0.7342 3.9320
H -0.0870 -3.8053 2.5368
H -0.6669 -2.5955 0.5284
H -1.3960 0.9343 2.7873
H -0.7726 -0.2177 4.8888
*
```

Löwdin population analysis, charges in e, atoms 1 to 2:
1. Bi 1.73
2. C -0.21



2.
The following is a quantum chemistry calculation of C46H55N7O6RbS2SbSi as an isolated structure, from OMol25.

Computed properties:
**Frontier orbital gap**: 0.1768 Ha
**Energy above the lowest of the compared OMol25 structures with the same formula, charge and spin**: 34.3 kcal per mole
**Electronic energy**: -3970.85180 a.u.
**LUMO level**: 3.367 eV
**E_HOMO**: -1.4 eV

```
! wB97M-V def2-TZVPD RIJCOSX def2/J DEFGRID3
* xyz -2 1
Rb -2.0950 -0.9058 -1.5289
N 2.7507 -0.3795 0.5907
C 2.1753 -0.9933 -0.5867
C 2.7050 -0.3270 -1.8603
C 1.6787 -0.2167 -2.9575
N 0.4349 0.3382 -2.4372
H 3.7628 -0.3761 0.5246
H 2.4901 -0.8321 1.4539
H 1.0709 -0.8791 -0.5448
H 2.3076 -2.0755 -0.6631
H 3.6008 -0.8888 -2.2279
H 2.9186 0.7335 -1.7706
H 1.4351 -1.2335 -3.3444
H 2.0597 0.3783 -3.8274
H -0.3001 0.5283 -3.1022
H 0.5924 1.0026 -1.6860
O -0.6634 1.1109 3.1302
S -1.0252 0.2962 2.0066
O -0.7101 -1.1911 2.7000
O -2.4253 0.2220 1.6165
O -0.2153 0.5147 0.7646
N -0.7627 -7.3711 -6.0967
C -1.1299 -6.0963 -6.2709
O -1.4628 -5.6283 -7.3832
C -1.1655 -5.2561 -5.0315
C -1.4359 -3.9041 -5.2458
C -1.4314 -3.0182 -4.1785
N -1.1363 -3.4202 -2.9499
C -0.8462 -4.7143 -2.7328
C -0.9056 -5.6876 -3.7235
H -0.8552 -7.9893 -6.8974
H -0.2865 -7.7133 -5.2718
H -1.5916 -3.5574 -6.2885
H -1.6501 -1.9456 -4.2912
H -0.5284 -5.0001 -1.7549
H -0.7836 -6.7070 -3.3848
C 6.1574 4.2336 -0.5065
C 5.1860 3.8225 -1.3662
C 3.9951 3.2479 -0.8434
C 3.9596 2.9625 0.5038
C 4.8998 3.3928 1.4020
C 6.0616 3.9885 0.8750
Sb 2.0601 2.0632 1.2761
C 0.8727 3.9341 1.8136
C 1.5429 5.1151 1.7076
C 0.8456 6.3225 1.9211
C -0.4891 6.3293 2.2433
C -1.1363 5.1105 2.4261
C -0.4800 3.9111 2.1337
C 2.7786 1.4306 3.1681
C 3.9301 0.6640 3.3204
C 4.4290 0.4234 4.6145
C 3.7491 0.8371 5.7566
C 2.6014 1.5634 5.6104
C 2.1262 1.9004 4.3088
H 7.0779 4.6710 -0.9046
H 5.3065 3.8909 -2.4444
H 3.1149 3.0641 -1.4919
H 4.7645 3.2289 2.4763
H 6.8275 4.4191 1.5146
H 2.6488 5.1334 1.5073
H 1.3695 7.2663 1.6717
H -0.9957 7.2648 2.4463
H -2.1812 5.1316 2.7112
H -1.0306 3.0050 2.1866
H 4.5420 0.2669 2.4891
H 5.3949 -0.0851 4.6828
H 4.0689 0.5465 6.7642
H 1.9771 1.9163 6.4778
H 1.1322 2.3794 4.1512
S -0.9778 -5.8931 4.2189
C -0.6128 -4.6050 3.0886
C 0.3872 -4.8080 2.1379
C 0.5555 -3.8536 1.1185
N -0.2473 -2.8145 0.9428
C -1.1528 -2.4444 1.9557
C -1.3441 -3.4680 3.0687
C -0.0397 -5.4960 5.5960
C -0.6116 -5.0460 6.8156
C 0.2081 -5.0897 7.9497
N 1.5271 -5.4005 7.8829
C 2.0702 -5.6825 6.6912
C 1.3744 -5.6939 5.5093
H 1.0313 -5.7115 2.1786
H 1.3445 -4.0177 0.4026
H -2.1167 -2.1067 1.4978
H -2.1200 -3.3217 3.8481
H -1.6490 -4.7566 6.8550
H -0.1317 -4.8196 8.9855
H 3.1450 -5.8646 6.7557
H 1.9117 -5.8133 4.5818
C -4.4626 6.2445 -0.2934
C -4.1954 4.7854 -0.5521
C -3.3405 4.3362 -1.5369
C -3.0231 2.9411 -1.6166
N -3.6533 1.9962 -0.9541
C -4.4170 2.4110 0.0409
C -4.6890 3.7674 0.2917
H -4.1306 6.4638 0.7741
H -5.5424 6.4235 -0.3058
H -3.9327 6.8938 -1.0048
H -2.8272 4.9788 -2.2253
H -2.3820 2.5683 -2.4391
H -4.7904 1.6343 0.7131
H -5.2240 4.0080 1.1981
C -3.2130 2.2980 -5.2247
Si -3.2536 0.4150 -5.0063
C -2.8193 -0.5204 -6.6254
C -4.9011 -0.1160 -4.0936
O -2.1002 0.0170 -4.0177
H -3.4087 2.5348 -6.3022
H -2.1690 2.5811 -4.9818
H -3.9554 2.8396 -4.6483
H -3.0191 0.0590 -7.5220
H -3.3604 -1.4909 -6.6833
H -1.7559 -0.7645 -6.6477
H -5.7558 -0.1855 -4.7758
H -5.1862 0.5427 -3.2791
H -4.7270 -1.1243 -3.7147
*
```

Löwdin population analysis, charges in e, atoms 1 to 2:
1. Rb 0.78
2. N -0.09